Record 1
Entry from OMol25: C51H44BiN2O3P2Te4 as an isolated structure (ωB97M-V/def2-TZVPD).

```
107
Properties=species:S:1:pos:R:3:forces:R:3:lowdin_charge:R:1
Bi -1.55479 -2.21251 -0.27839 -0.430 0.839 0.768 0.9960
C -6.02538 -2.68693 -0.00691 0.011 0.011 0.007 -0.0321
C -4.65931 -2.37064 0.54762 -0.048 -0.117 0.084 -0.5215
O -3.79139 -2.07791 -0.37824 0.322 0.145 0.099 -0.4518
C -4.45544 -2.38321 1.89742 0.004 -0.022 -0.104 -0.0577
C -3.30026 -1.90534 2.60806 -0.022 0.146 -0.129 -0.3582
C -3.32760 -2.01015 4.10929 -0.065 0.040 -0.030 -0.0444
N -2.30259 -1.33526 1.99697 -0.142 -0.530 0.285 -0.0941
N -1.34997 -0.82356 2.86879 0.172 0.071 -0.040 0.0608
C -0.38090 -0.20451 2.24734 0.290 0.133 0.160 -0.5335
O -0.17685 -0.10872 0.99691 0.138 -0.061 0.109 -0.2880
C 0.59867 0.50081 3.15616 -0.108 -0.016 -0.066 -0.1517
C 1.40947 1.49255 2.61480 0.101 0.071 -0.017 -0.0335
C 2.31244 2.18528 3.41283 -0.037 -0.023 0.015 -0.0833
C 2.42468 1.88004 4.76248 -0.014 -0.030 -0.034 -0.1085
C 1.62639 0.87895 5.30679 0.022 0.005 -0.020 -0.0975
C 0.71556 0.19966 4.51141 -0.033 -0.037 -0.015 -0.0400
H -6.51854 -1.75427 -0.29560 0.002 -0.009 -0.024 0.0818
H -5.92096 -3.29941 -0.90142 0.001 -0.018 0.000 0.0441
H -6.64731 -3.20003 0.72606 -0.014 0.028 0.000 0.0745
H -5.28414 -2.71554 2.50772 0.002 -0.018 -0.004 0.0917
H -4.29216 -2.38654 4.44743 0.014 -0.019 0.009 0.0636
H -2.53808 -2.68701 4.44218 0.020 0.026 0.013 0.0796
H -3.12055 -1.04054 4.55931 -0.006 0.004 0.016 0.0679
H 1.32083 1.71044 1.55558 -0.013 -0.022 0.047 0.0986
H 2.92615 2.96804 2.98170 0.003 -0.018 -0.006 0.0840
H 3.13104 2.41509 5.38595 -0.003 -0.008 0.000 0.0912
H 1.71811 0.62779 6.35708 -0.015 0.005 -0.001 0.0933
H 0.08142 -0.57738 4.91837 -0.002 0.017 0.012 0.1056
Te -1.87102 -5.04923 0.12915 0.095 -0.539 -0.038 0.0530
Te -3.70834 -5.63417 -1.78126 0.047 0.168 -0.060 -0.0289
Te -2.33203 -4.64958 -3.88196 0.010 0.006 0.177 -0.0421
Te -2.08739 -2.04841 -3.10325 -0.072 -0.125 -0.761 0.1041
C 3.88071 3.56492 -2.55985 -0.019 0.001 0.009 -0.0114
C 3.42871 3.21460 -1.12851 0.042 -0.019 -0.082 -0.4249
C 4.18529 4.09689 -0.12448 -0.026 -0.013 0.002 -0.0288
C 3.74448 1.75059 -0.86389 0.033 -0.024 0.017 -0.0965
C 5.03462 1.31935 -0.57319 -0.018 0.035 -0.014 -0.0252
C 5.32539 -0.01989 -0.37198 0.041 -0.080 0.023 -0.0687
C 4.31547 -0.96488 -0.45329 0.054 -0.033 -0.016 -0.0821
C 3.01573 -0.57888 -0.74325 -0.359 0.283 -0.073 -0.2878
P 1.60276 -1.74426 -0.83884 0.275 -0.663 -0.201 1.0748
C 2.08388 -2.76646 -2.30049 0.027 0.208 -0.081 -0.3437
C 1.36458 -3.92597 -2.60052 -0.049 -0.017 0.062 -0.1598
C 1.60289 -4.63832 -3.76615 0.024 0.010 -0.011 -0.1056
C 2.52983 -4.17732 -4.68973 0.017 0.036 0.023 -0.0967
C 3.21015 -2.99521 -4.43627 -0.023 -0.017 0.016 -0.0940
C 2.98973 -2.29848 -3.25511 0.076 -0.071 0.067 -0.0895
C 2.01147 -2.80852 0.61729 0.088 0.058 -0.042 -0.3587
C 2.30298 -2.14986 1.81519 -0.073 -0.016 0.011 -0.0993
C 2.50496 -2.85768 2.98806 0.001 -0.020 0.014 -0.0719
C 2.42400 -4.24519 2.98948 -0.005 0.022 -0.007 -0.0943
C 2.13713 -4.91158 1.80903 -0.011 0.053 -0.047 -0.0919
C 1.92747 -4.19938 0.63188 0.021 -0.011 0.009 -0.1146
C 2.75481 0.77718 -0.95532 -0.079 0.028 0.055 -0.1924
O 1.46430 1.09979 -1.27538 0.033 -0.054 0.027 0.0022
C 1.02711 2.38169 -1.07797 0.037 -0.052 0.083 -0.1963
C -0.35254 2.56082 -0.96829 0.083 -0.187 0.126 -0.2533
C -0.83252 3.86314 -0.89358 -0.026 -0.014 0.010 -0.0843
C 0.03122 4.94372 -0.88330 -0.015 0.032 0.006 -0.0684
C 1.39838 4.72770 -0.93204 -0.001 -0.020 0.011 -0.0294
C 1.92734 3.44508 -1.01922 -0.023 0.057 -0.021 -0.0964
P -1.53535 1.13042 -0.92220 -0.422 0.375 -0.454 1.0987
C -2.58174 1.58380 0.51548 0.020 -0.043 -0.009 -0.3549
C -2.11486 2.34672 1.58262 0.000 0.031 -0.005 -0.0952
C -2.90805 2.55845 2.70128 -0.041 -0.050 -0.004 -0.0773
C -4.18201 2.01056 2.76963 0.056 -0.004 -0.029 -0.0918
C -4.64672 1.22425 1.72444 0.000 0.030 0.010 -0.0838
C -3.84551 0.99958 0.61547 0.003 -0.003 -0.078 -0.1251
C -2.54861 1.74050 -2.36278 0.140 -0.150 -0.093 -0.3717
C -1.89555 1.62590 -3.59649 -0.017 -0.006 0.038 -0.1557
C -2.53550 1.93462 -4.78426 -0.022 0.003 0.043 -0.0936
C -3.86028 2.35591 -4.76708 0.025 0.002 0.010 -0.1025
C -4.51707 2.48182 -3.55431 0.006 0.004 0.007 -0.0910
C -3.86652 2.18056 -2.36163 -0.012 0.088 0.058 -0.0866
H 4.94333 3.34560 -2.68845 -0.011 0.017 0.010 0.0847
H 3.71249 4.62506 -2.76482 -0.010 -0.021 0.001 0.0858
H 3.31893 2.98062 -3.29068 0.012 0.006 0.001 0.0969
H 5.26066 4.04303 -0.29551 -0.005 0.001 0.018 0.0760
H 3.97934 3.77606 0.89792 0.001 0.018 -0.014 0.0852
H 3.89693 5.14238 -0.21976 0.035 -0.002 -0.022 0.0711
H 5.83835 2.04262 -0.51075 -0.024 -0.003 0.014 0.1072
H 6.33854 -0.32462 -0.14297 -0.003 -0.004 -0.012 0.1007
H 4.53102 -2.01390 -0.28854 -0.009 0.011 0.023 0.1197
H 0.58296 -4.28256 -1.93637 -0.028 0.029 -0.029 0.0356
H 1.03449 -5.53887 -3.96201 -0.013 0.025 0.015 0.0859
H 2.70379 -4.72364 -5.60870 0.000 0.006 0.007 0.0962
H 3.91603 -2.60661 -5.16063 0.001 -0.005 0.006 0.0962
H 3.53396 -1.37868 -3.08222 0.000 -0.001 0.020 0.0946
H 2.36015 -1.06971 1.83092 -0.007 0.036 0.018 0.0954
H 2.71571 -2.31823 3.90400 -0.011 0.001 -0.017 0.1016
H 2.57691 -4.80075 3.90672 -0.001 0.007 -0.008 0.0961
H 2.07007 -5.99264 1.79279 -0.019 0.014 0.004 0.1012
H 1.70351 -4.74810 -0.27112 0.020 -0.006 0.002 0.0723
H -1.90247 4.02361 -0.83568 0.005 -0.001 0.012 0.1143
H -0.35763 5.95240 -0.82661 -0.002 -0.004 -0.011 0.1010
H 2.06302 5.58215 -0.92642 0.000 -0.008 0.022 0.1045
H -1.11364 2.75947 1.55819 -0.023 0.002 -0.005 0.1000
H -2.51829 3.13583 3.53054 0.003 0.014 -0.005 0.1006
H -4.79977 2.17838 3.64328 0.000 -0.016 0.011 0.0948
H -5.62040 0.75343 1.78478 0.010 0.005 -0.008 0.1026
H -4.19041 0.32907 -0.16447 0.006 0.040 0.025 0.0970
H -0.86653 1.27720 -3.61894 -0.022 -0.033 -0.017 0.0978
H -2.00938 1.82480 -5.72445 0.004 0.003 0.003 0.0998
H -4.37571 2.57760 -5.69337 0.005 0.004 0.002 0.0941
H -5.54909 2.81064 -3.52962 0.003 0.010 0.008 0.0968
H -4.39914 2.30381 -1.42787 -0.004 -0.041 0.002 0.0905
```
Positions in Å, forces in eV/Å.

Calculated values
- Maximum force: 0.024 hartree/bohr
- Frontier orbital gap: 6.3 eV
- Energy: -4274.6456 Ha
- Charge: -1
- Highest occupied orbital energy: -4.2 eV

=====

Record 2
Entry from OMol25: C51H44F5IrN5O6SSi as an isolated structure (ωB97M-V/def2-TZVPD).

```
114
Properties=species:S:1:pos:R:3:forces:R:3:lowdin_charge:R:1
Ir 0.35460 0.42000 -0.35862 -0.235 0.074 -0.367 1.3701
C 1.81097 0.30645 1.20314 0.081 0.137 -0.058 -0.2749
Si 3.29880 -0.60971 0.61035 -0.010 0.006 0.005 0.6389
C 3.21845 -0.16334 -1.22774 0.032 -0.018 -0.010 -0.2149
N 1.85798 -0.25561 -1.84960 0.107 0.067 0.010 -0.2418
C 1.66463 -1.66942 -2.37221 0.015 -0.032 0.045 -0.1503
C 1.55831 -1.78662 -3.88540 0.018 -0.006 -0.003 -0.1722
C 2.73090 -1.11598 -4.58602 -0.021 0.023 -0.003 -0.1727
C 2.85468 0.34248 -4.10666 -0.005 0.001 -0.030 -0.1578
C 1.83737 0.67704 -3.02155 -0.029 0.002 0.032 -0.1969
C 3.30159 -2.44520 0.99638 -0.049 -0.018 -0.021 -0.2604
C 3.72508 -3.42653 0.09756 0.009 0.015 0.007 -0.1013
C 3.70600 -4.77284 0.43596 0.003 -0.010 0.003 -0.0780
C 3.26696 -5.16584 1.69242 -0.010 -0.003 -0.012 -0.0795
C 2.87067 -4.20712 2.61442 -0.006 0.017 0.004 -0.0730
C 2.89476 -2.86357 2.26733 0.077 -0.005 0.016 -0.1088
C 4.93540 0.10086 1.19556 -0.018 0.010 0.029 -0.2337
C 5.98545 -0.71494 1.61975 0.015 0.000 -0.023 -0.0863
C 7.19561 -0.17151 2.03156 0.000 -0.005 -0.004 -0.0834
C 7.37670 1.20304 2.02643 -0.003 0.004 0.003 -0.0882
C 6.34372 2.03412 1.61289 0.011 -0.005 -0.006 -0.0850
C 5.13890 1.48435 1.20393 -0.013 0.006 0.014 -0.0993
H 2.03998 1.38330 1.24793 -0.069 0.008 0.042 0.0186
H 1.36220 0.04771 2.16111 0.027 -0.054 0.004 0.0203
H 3.96436 -0.65109 -1.86249 -0.005 -0.020 0.017 0.0959
H 3.49123 0.89872 -1.21381 0.032 0.003 -0.007 0.0823
H 0.78145 -2.11336 -1.93421 -0.060 0.027 0.052 0.0841
H 2.51922 -2.25484 -2.03391 -0.028 -0.006 0.008 0.0988
H 0.61213 -1.36370 -4.22899 -0.025 0.000 0.010 0.1051
H 1.51806 -2.85268 -4.12044 0.007 0.005 -0.012 0.1243
H 2.59429 -1.15748 -5.66689 0.028 -0.012 -0.001 0.1091
H 3.64903 -1.66762 -4.36715 -0.003 0.000 0.030 0.1103
H 2.68038 1.04074 -4.92756 -0.021 -0.009 -0.002 0.1168
H 3.86371 0.55082 -3.74909 -0.003 0.011 -0.012 0.1032
H 0.82710 0.66505 -3.42240 -0.042 0.015 -0.009 0.1015
H 2.02594 1.67854 -2.65135 -0.007 -0.004 0.005 0.0879
H 4.08840 -3.14270 -0.88463 -0.001 0.000 0.006 0.0949
H 4.03524 -5.51535 -0.27986 -0.002 0.000 -0.002 0.1035
H 3.24138 -6.21546 1.95544 0.004 0.001 0.003 0.1048
H 2.54147 -4.50486 3.60207 0.002 -0.001 0.003 0.1091
H 2.59559 -2.12612 3.00567 0.026 -0.002 0.011 0.1108
H 5.85724 -1.79149 1.63400 -0.005 -0.001 0.004 0.0968
H 7.99598 -0.82270 2.35933 0.001 0.001 0.000 0.1028
H 8.31796 1.62842 2.35019 0.001 0.000 0.001 0.1023
H 6.47624 3.10859 1.61702 0.001 0.000 0.001 0.1027
H 4.33693 2.15293 0.90363 0.000 -0.006 0.001 0.0903
O -0.00768 2.88519 1.66617 0.045 -0.063 0.092 0.0609
C -0.96070 2.12640 1.63988 -0.068 0.042 -0.068 -0.5899
O -1.07940 1.03989 0.94104 -0.014 -0.051 -0.022 -0.2461
C -2.19612 2.42726 2.45253 0.014 -0.011 0.027 -0.0945
C -3.36333 1.69297 2.28895 -0.019 -0.011 -0.010 0.0510
C -4.46861 2.02540 3.04935 -0.015 0.011 -0.010 -0.1039
C -4.45917 3.04399 3.98084 0.006 0.000 -0.003 0.0893
C -3.27907 3.74921 4.11487 -0.013 0.010 0.012 -0.1056
C -2.15037 3.46734 3.36993 0.012 0.003 -0.013 0.0883
N -3.23242 4.85581 5.09326 -0.003 -0.006 -0.004 -0.3508
O -4.24634 5.09441 5.71543 0.003 0.000 0.002 0.0862
O -2.18506 5.45592 5.20837 0.000 0.003 0.000 0.0887
N -5.72074 1.26442 2.85475 -0.007 -0.060 0.006 -0.3482
O -5.75378 0.47006 1.93877 0.009 0.035 0.015 0.0913
O -6.63558 1.48664 3.62053 0.020 0.023 -0.011 0.0875
H -3.40762 0.87049 1.59104 -0.005 0.006 -0.001 0.1179
H -5.33020 3.27971 4.57138 -0.003 -0.002 -0.001 0.1332
H -1.24321 4.04061 3.49213 0.002 -0.002 -0.001 0.1352
F -1.99292 -6.04342 5.73550 0.001 -0.004 0.000 0.1204
C -1.86710 -4.87392 5.10444 -0.004 0.005 0.011 -0.1330
C -2.14203 -3.69503 5.77595 -0.004 -0.017 -0.008 -0.1338
F -2.52728 -3.73803 7.05117 0.000 0.002 0.002 0.1265
C -2.00264 -2.47583 5.12908 -0.011 0.013 -0.009 -0.2064
F -2.27094 -1.35031 5.80291 0.000 0.000 0.001 0.0958
C -1.58605 -2.43559 3.81656 0.004 0.014 0.022 -0.3637
S -1.35928 -0.99000 2.83702 -0.007 -0.025 0.017 1.1157
C -1.31874 -3.62207 3.13420 0.022 0.000 -0.017 -0.1343
F -3.36668 -3.27713 1.52659 -0.053 0.004 0.034 -0.0048
C -1.46182 -4.82641 3.77870 0.004 0.009 -0.010 -0.1477
F -1.21908 -5.97939 3.13464 0.001 -0.007 0.000 0.1066
N -2.06152 2.48946 -1.48330 0.020 -0.022 -0.050 0.1730
C -0.89808 3.17043 -1.44530 0.012 0.034 0.001 -0.3548
C -0.88861 4.55512 -1.72914 -0.016 -0.011 0.020 -0.0067
C 0.27317 5.26212 -1.61451 0.022 -0.016 -0.003 -0.0537
C 1.44095 4.59961 -1.21601 -0.018 0.014 -0.001 -0.0559
C 1.35886 3.25516 -0.99311 -0.011 -0.027 -0.030 -0.1587
N 0.23478 2.51941 -1.14058 0.209 0.053 0.096 -0.0075
H -2.91956 2.97728 -1.65754 -0.006 -0.001 0.021 0.1144
H -2.09197 1.51722 -1.21590 -0.025 0.006 0.035 0.0644
H -1.81587 5.03490 -2.01244 0.000 0.004 0.007 0.1139
H 0.28379 6.32483 -1.81813 0.000 0.002 0.007 0.1133
H 2.37543 5.12030 -1.07203 0.000 0.001 -0.004 0.1072
H 2.23017 2.70312 -0.66373 0.009 -0.008 -0.006 0.0914
C -3.97719 -2.82769 -5.24998 -0.007 0.005 0.004 -0.0921
C -4.17419 -1.45523 -5.21193 0.003 -0.003 -0.003 -0.0849
C -3.38321 -0.66292 -4.39361 0.006 -0.006 0.010 -0.0425
C -2.39476 -1.22586 -3.58670 -0.011 0.002 -0.006 -0.2204
C -2.19612 -2.60511 -3.64696 0.007 -0.003 -0.006 -0.0534
C -2.98108 -3.39812 -4.46796 0.015 -0.001 -0.004 -0.0773
C -1.55782 -0.33945 -2.74714 0.080 -0.036 -0.048 -0.1007
C -1.04208 -0.59735 -1.54210 -0.050 -0.008 0.096 -0.2218
C -1.19187 -1.72807 -0.61774 0.070 -0.001 0.144 -0.2649
C -0.01524 -1.53881 0.29268 -0.029 -0.157 0.058 -0.3097
C -0.30277 -1.99027 1.70967 -0.039 -0.009 -0.005 -0.4616
C -0.95418 -3.38348 1.69496 0.039 0.018 -0.009 -0.1806
C -2.19728 -3.49592 0.78560 0.009 -0.010 -0.043 -0.2433
C -2.20903 -2.55086 -0.36974 -0.027 0.070 -0.017 0.0403
H -4.59089 -3.44899 -5.88895 -0.001 0.000 0.000 0.1005
H -4.94338 -0.99995 -5.82247 0.001 0.000 -0.001 0.1018
H -3.53357 0.41079 -4.37189 -0.003 0.000 -0.003 0.1097
H -1.42036 -3.05667 -3.04150 -0.002 0.001 -0.007 0.1085
H -2.81230 -4.46708 -4.50198 -0.001 0.000 0.000 0.1033
H -1.36384 0.63296 -3.19558 0.012 -0.010 -0.011 0.0906
H 0.83401 -2.16530 0.00488 -0.005 -0.016 -0.081 0.0880
H 0.63367 -2.09528 2.25096 -0.011 0.034 -0.020 0.0672
H -0.21309 -4.10417 1.33680 0.002 -0.015 0.023 0.1620
H -2.27474 -4.53010 0.43615 -0.007 -0.002 0.003 0.1538
H -3.10778 -2.54751 -0.97563 0.006 -0.020 -0.005 0.1287
```
Positions in Å, forces in eV/Å.

Calculated values
- Maximum force: 0.009 hartree/bohr
- Frontier orbital gap (spin up / spin down): 7.4 / 6.6 eV
- Energy: -3986.2243 Ha
- 2S+1: 2
- Highest occupied orbital energy (spin up / spin down): -8.0 / -8.0 eV
- Energy relative to the best compared isomer or geometry (same formula, charge and spin): 15.6 kcal per mole